This record from the Open Molecules 2025 dataset describes C22H36CdO2P2 as an isolated structure at a distorted geometry. The level of theory is ωB97M-V/def2-TZVPD.

Properties
**Lowest unoccupied orbital energy**: -0.0013 Eh
**HOMO-LUMO gap**: 0.2133 Eh
**Energy above the lowest of the compared OMol25 structures with the same formula, charge and spin**: 5.624 eV
**Charge**: 0
**Calculated total energy**: -50627.17049 eV

The geometry in XYZ format:
```
63
C22H36CdO2P2 | the Open Molecules 2025 dataset | ωB97M-V/def2-TZVPD
P -0.039 2.134 -2.041
P -2.814 -0.969 -0.133
C -1.484 0.946 -2.107
C -2.560 0.730 -0.952
H -0.966 0.133 -2.831
H -2.152 1.286 -2.932
H -2.224 1.375 -0.123
H -3.518 1.045 -1.414
C -3.662 -2.194 -1.308
H -3.446 -3.208 -0.874
H -3.237 -2.199 -2.354
H -4.754 -2.008 -1.401
C -4.200 -0.767 1.044
H -5.107 -1.288 0.710
H -4.400 0.273 1.298
H -3.745 -1.296 1.901
C 0.643 2.158 -3.713
H 1.676 2.517 -3.574
H 0.157 2.813 -4.482
H 0.703 1.150 -4.168
C -0.559 3.749 -1.582
H -1.269 3.750 -0.745
H -1.000 4.441 -2.325
H 0.362 4.219 -1.209
Cd -1.174 -1.551 -2.455
C -4.782 0.265 -3.199
C -4.421 -0.864 -3.892
C -4.046 -0.893 -5.321
C -3.508 0.434 -5.899
C -2.635 1.216 -4.993
C -3.032 2.312 -4.290
C -4.483 2.704 -4.109
C -5.405 1.477 -3.874
C 1.188 1.363 -0.924
H -4.967 0.254 -2.117
H -4.810 -1.837 -3.561
H -4.959 -1.197 -5.849
H -3.330 -1.700 -5.544
H -2.924 0.216 -6.802
H -4.352 1.053 -6.227
H -1.574 0.985 -5.068
H -2.327 3.120 -4.041
H -4.809 3.255 -5.003
H -4.638 3.431 -3.294
H -6.262 1.785 -3.256
H -5.859 1.204 -4.825
H 0.841 1.542 0.101
H 2.072 2.021 -1.126
H 1.517 0.291 -0.951
O 0.040 -1.987 0.284
C 0.024 -1.220 1.320
O -0.466 -0.051 1.341
C 0.636 -1.545 2.743
C 1.194 -2.792 3.060
C 1.664 -3.158 4.328
C 1.624 -2.241 5.388
C 1.055 -0.990 5.163
C 0.559 -0.630 3.873
H 1.298 -3.543 2.270
H 2.060 -4.157 4.513
H 2.111 -2.507 6.332
H 0.979 -0.306 6.020
H 0.153 0.361 3.780
```